Entry 1:
The molecule C4H9N in a non-equilibrium geometry, computed with ωB97M-V/def2-TZVPD.

Output
F_max   0.072 hartree/bohr
SMILES   C=CNCC
HOMO   -7.66 eV
Relative energy (zero: lowest compared OMol25 entry of this formula, charge and spin)   1.960 eV

Each line ends with the Mulliken charge.
Atoms and positions in Å:
1 C -1.01077 1.22508 2.15495  -0.74
2 C -0.19121 1.05702 1.13706  0.00
3 N 0.01523 -0.19518 0.53007  -0.24
4 C 0.85344 -0.64628 -0.57597  -0.50
5 C 0.18381 -0.77002 -2.06796  -1.06
6 H -0.94839 1.93563 2.97726  0.25
7 H -1.95116 0.57957 2.17930  0.20
8 H 0.25795 1.93031 0.53390  0.25
9 H -0.21271 -0.99779 1.13174  0.27
10 H 1.24826 -1.69334 -0.38558  0.30
11 H 1.68857 0.10750 -0.59264  0.32
12 H -0.34341 0.15607 -2.20396  0.33
13 H -0.49741 -1.57554 -2.02768  0.30
14 H 0.90779 -1.11304 -2.79048  0.33

---

Entry 2:
A structure of composition C4H9N, computed with ωB97M-V/def2-TZVPD.

Output
F_max   0.008 hartree/bohr
HOMO   -8.47 eV
Relative energy (zero: lowest compared OMol25 entry of this formula, charge and spin)   4.314 eV

Each line ends with the Mulliken charge.
Atoms and positions in Å:
1 C -1.99267 0.45238 -0.36177  -1.00
2 C -0.76503 0.61362 0.51101  -0.14
3 C -0.10418 -0.71533 0.69599  -0.46
4 N 0.59507 -0.17676 -0.47003  -0.29
5 C 2.02815 0.00655 -0.18112  -0.80
6 H -2.79159 0.26285 0.37138  0.31
7 H -2.25940 1.35665 -0.91794  0.32
8 H -1.97435 -0.40823 -1.05068  0.33
9 H 0.23748 0.98066 -0.25805  0.27
10 H -0.66563 -1.62124 0.46120  0.25
11 H 0.51778 -0.83201 1.58681  0.29
12 H 2.23729 0.22572 0.87648  0.33
13 H 2.50745 -0.94615 -0.44696  0.30
14 H 2.42965 0.80131 -0.81630  0.31

---

Entry 3:
A structure of composition C4H9N in a non-equilibrium geometry, computed with ωB97M-V/def2-TZVPD.

Output
F_max   0.053 hartree/bohr
HOMO   -8.77 eV
Relative energy (zero: lowest compared OMol25 entry of this formula, charge and spin)   1.526 eV

Each line ends with the Mulliken charge.
Atoms and positions in Å:
1 C -0.37944 -0.35894 -1.47509  -1.31
2 C 0.61137 -0.26555 -0.27460  0.25
3 C 0.00825 -0.76546 1.03598  -0.55
4 C -0.23532 0.74433 1.22928  -0.40
5 H -1.29062 0.29752 -1.40967  0.30
6 H -0.56520 -1.42414 -1.70525  0.33
7 H 0.06965 -0.03528 -2.35168  0.39
8 H 1.48480 -0.77258 -0.69368  0.33
9 H -0.87545 -1.47844 0.91869  0.25
10 H 0.81230 -1.23801 1.65603  0.25
11 H -0.12454 1.22826 2.28000  0.27
12 H -1.20574 1.04928 0.66222  0.18
13 H 0.81386 1.97014 -0.21312  0.24
14 N 0.87608 1.04887 0.34087  -0.55

---

Entry 4:
A cluster of 2 separate species, C4H9N in total in a non-equilibrium geometry, computed with ωB97M-V/def2-TZVPD.

Output
F_max   0.047 hartree/bohr
SMILES   C=NC.C=C
HOMO   -9.66 eV
Relative energy (zero: lowest compared OMol25 entry of this formula, charge and spin)   2.228 eV

Each line ends with the Mulliken charge.
Atoms and positions in Å:
1 C -0.82385 -1.80284 -1.24254  -0.20
2 N -1.39808 -0.79662 -1.73542  -0.38
3 C -1.82959 0.18786 -0.75205  -0.56
4 H -0.11284 -2.44254 -1.78423  0.25
5 H -0.97992 -2.04188 -0.18703  0.21
6 H -2.10283 -0.29382 0.18844  0.33
7 H -1.10039 0.97476 -0.58081  0.11
8 H -2.71323 0.77521 -1.14351  0.24
9 C 1.55136 1.60407 1.73273  -0.28
10 C 2.52857 0.72107 1.73136  -0.45
11 H 1.52035 2.56996 2.22905  0.26
12 H 0.80136 1.40412 0.95212  0.03
13 H 3.46604 0.80126 2.30051  0.23
14 H 2.40129 -0.27774 1.33174  0.21

---

Entry 5:
The molecule C4H9N in a non-equilibrium geometry, computed with ωB97M-V/def2-TZVPD.

Output
F_max   0.033 hartree/bohr
SMILES   C/C=C(/C)N
HOMO   -7.54 eV
Relative energy (zero: lowest compared OMol25 entry of this formula, charge and spin)   0.494 eV

Each line ends with the Mulliken charge.
Atoms and positions in Å:
1 C 0.45488 -1.16141 -1.67750  -1.04
2 C 0.06565 0.11441 -0.96981  -0.36
3 C -0.03503 0.32236 0.34988  0.63
4 C -1.10573 1.25912 0.89811  -1.28
5 N 0.67944 -0.36081 1.32174  -0.43
6 H 1.02416 -0.85182 -2.55591  0.27
7 H 1.04719 -1.88725 -1.13297  0.33
8 H -0.46622 -1.61783 -2.06096  0.23
9 H -0.44053 0.81715 -1.62043  0.26
10 H -1.88340 0.57660 1.22832  0.31
11 H -1.50283 1.81267 0.05955  0.33
12 H -0.66594 1.92013 1.64738  0.35
13 H 1.27079 -1.10198 0.98791  0.19
14 H 0.30630 -0.35569 2.25501  0.21

---

Entry 6:
The molecule C4H9N in a non-equilibrium geometry, computed with ωB97M-V/def2-TZVPD.

Output
F_max   0.081 hartree/bohr
SMILES   C=C(N)CC
HOMO   -8.12 eV
Relative energy (zero: lowest compared OMol25 entry of this formula, charge and spin)   2.042 eV

Each line ends with the Mulliken charge.
Atoms and positions in Å:
1 C -0.75894 -1.17121 -0.94620  -0.82
2 C -0.66400 0.01801 -0.36883  0.54
3 N -1.79742 0.92407 -0.45569  -0.68
4 C 0.37417 0.68136 0.56924  -0.50
5 C 1.76823 -0.06442 0.54569  -1.11
6 H -0.17715 -2.09801 -0.58206  0.19
7 H -1.07789 -1.34415 -2.04725  0.22
8 H -2.57777 0.23218 -0.64960  0.29
9 H -1.94685 1.41579 0.56541  0.28
10 H 0.44305 1.65672 0.21701  0.42
11 H 0.02383 0.68075 1.60924  0.30
12 H 2.27524 -0.17466 -0.52626  0.26
13 H 1.56172 -1.12446 0.90562  0.24
14 H 2.55377 0.36802 1.16368  0.36

---

- What is the formula in the fifth record?
  C4H9N